No. 1
108
Properties=species:S:1:pos:R:3:mulliken_charge:R:1 method="wB97M-V/def2-TZVPD" e_tot_ha=-3822.1257 homo_lumo_gap_ha=0.285 total_charge=0 relative_energy_kj_mol=212.7
Ba 0.249 0.338 -0.642 0.1413
C 3.702 0.178 -2.267 -1.4096
C 4.459 -0.782 -1.350 -0.8319
C 4.147 -0.758 0.126 0.4719
C 5.189 -0.647 1.042 -1.1584
C 4.913 -0.711 2.395 -0.5675
C 3.600 -0.882 2.796 -0.8503
C 2.623 -0.948 1.819 0.2538
N 2.879 -0.890 0.513 0.9684
N 2.349 -0.180 -2.738 1.0228
C 2.238 -1.533 -3.286 0.0444
C 2.119 -2.642 -2.261 -0.5315
C 2.914 -3.781 -2.343 -0.7769
C 2.789 -4.764 -1.378 -0.7502
C 1.866 -4.584 -0.360 -1.1086
C 1.098 -3.433 -0.378 -0.2510
N 1.203 -2.486 -1.306 1.0063
C 2.039 0.816 -3.788 -1.1729
C 0.650 0.737 -4.375 0.3873
C 0.380 0.012 -5.530 -0.2976
C -0.915 -0.006 -6.024 -0.7526
C -1.888 0.726 -5.367 -0.6691
C -1.518 1.445 -4.241 -0.3171
N -0.288 1.443 -3.741 0.0413
H 4.340 0.326 -3.153 0.5260
H 3.613 1.146 -1.767 0.4734
H 5.515 -0.529 -1.461 0.5554
H 4.365 -1.807 -1.710 0.1320
H 6.205 -0.518 0.690 0.4724
H 5.705 -0.621 3.128 0.4103
H 3.333 -0.938 3.840 0.5255
H 1.578 -1.037 2.102 -0.0691
H 3.064 -1.756 -3.982 0.0678
H 1.312 -1.566 -3.861 0.2253
H 3.635 -3.880 -3.145 0.5254
H 3.412 -5.649 -1.411 0.4083
H 1.746 -5.314 0.429 0.5124
H 0.359 -3.250 0.396 0.2686
H 2.777 0.732 -4.602 0.4658
H 2.138 1.804 -3.338 0.5613
H 1.175 -0.520 -6.038 0.4494
H -1.154 -0.572 -6.915 0.4267
H -2.911 0.752 -5.717 0.4809
H -2.242 2.062 -3.721 0.3800
O -0.977 -0.970 0.778 0.5372
S -1.310 -0.980 2.259 0.4398
C -2.379 -2.440 2.356 -1.1589
C -3.693 -2.375 1.575 -1.2497
C -3.652 -1.918 0.110 0.4052
C -2.804 -2.774 -0.821 -0.3736
S -2.299 -1.975 -2.381 -0.1137
O -1.304 -0.902 -2.030 -0.5547
C -3.826 -1.133 -2.741 0.8518
C -4.846 -1.817 -3.384 -0.7566
C -6.031 -1.149 -3.660 -0.7241
C -6.173 0.188 -3.307 -0.6422
C -5.135 0.864 -2.678 -0.9495
C -3.950 0.202 -2.389 0.3411
C -2.553 0.245 2.618 0.8020
C -3.037 0.279 3.920 -0.7995
C -4.002 1.216 4.252 -0.7655
C -4.458 2.113 3.293 -0.6821
C -3.942 2.083 2.005 -0.8686
C -2.978 1.144 1.661 0.9467
H -2.570 -2.630 3.414 0.5879
H -1.722 -3.236 1.995 0.4593
H -4.366 -1.694 2.100 0.3850
H -4.149 -3.368 1.638 0.5708
H -3.298 -0.891 0.066 -0.6999
H -4.680 -1.909 -0.258 0.7649
H -3.311 -3.692 -1.130 0.7272
H -1.841 -3.038 -0.382 -0.1625
H -4.719 -2.855 -3.670 0.4436
H -6.839 -1.669 -4.158 0.4071
H -7.094 0.708 -3.535 0.3994
H -5.238 1.910 -2.417 0.5414
H -3.119 0.712 -1.915 0.2355
H -2.662 -0.409 4.670 0.4689
H -4.389 1.253 5.262 0.4249
H -5.205 2.850 3.558 0.3892
H -4.271 2.799 1.263 0.5146
H -2.532 1.153 0.676 -0.3405
C 5.144 3.106 3.908 -1.5055
C 3.978 2.461 4.598 1.0842
C 4.126 1.776 5.792 -0.7079
C 3.034 1.176 6.403 0.1654
Cl 3.261 0.301 7.897 -0.2676
C 1.781 1.249 5.833 -0.9986
C 1.612 1.931 4.632 -0.4494
C 2.702 2.539 4.022 0.8247
O 2.637 3.271 2.879 -0.4776
C 1.387 3.363 2.197 -1.4332
C 1.050 2.095 1.396 1.9229
O 0.122 1.355 1.818 -0.4054
O 1.712 1.897 0.345 -0.7199
H 6.076 2.863 4.417 0.4178
H 5.032 4.192 3.884 0.3404
H 5.206 2.776 2.870 0.2374
H 5.104 1.706 6.253 0.3720
H 0.936 0.775 6.314 0.4686
H 0.636 1.959 4.170 0.3000
H 1.511 4.178 1.489 0.4568
H 0.590 3.605 2.903 0.4152
N -1.327 2.147 -0.937 -1.1448
C -1.910 3.101 -1.292 0.5141
N -2.716 4.044 -1.590 -0.7929
C -2.564 4.946 -2.536 0.5539
N -2.529 5.764 -3.356 -0.6623

=====

No. 2
106
Properties=species:S:1:pos:R:3:mulliken_charge:R:1 method="wB97M-V/def2-TZVPD" e_tot_ha=-3034.4786 homo_lumo_gap_ha=0.148 total_charge=0 relative_energy_kj_mol=298.7
Sr 1.868 1.491 0.696 2.7072
O 3.528 1.448 -0.709 -0.3767
C 4.724 1.051 -0.856 0.0046
C 5.384 1.130 -2.124 -0.8874
C 6.676 0.711 -2.302 -0.3721
C 7.415 0.166 -1.238 -0.7304
C 6.815 0.061 -0.007 -0.6441
C 5.497 0.491 0.221 0.6369
C 4.949 0.334 1.540 -0.4077
N 3.765 0.646 1.908 0.1013
C 3.360 0.325 3.258 -0.8245
C 2.417 -0.880 3.227 -1.2226
N 1.306 -0.591 2.344 0.7474
C 0.341 -1.412 2.245 -1.3173
C -0.868 -1.166 1.484 0.6980
C -1.816 -2.190 1.372 -0.5947
C -3.014 -2.017 0.711 -1.0041
C -3.289 -0.769 0.136 -0.7015
C -2.382 0.259 0.221 -0.1732
C -1.131 0.116 0.894 0.6850
O -0.318 1.096 0.962 -0.0800
H 4.807 1.545 -2.943 0.4197
H 7.142 0.802 -3.277 0.3766
H 8.433 -0.170 -1.389 0.3692
H 7.362 -0.373 0.825 0.3098
H 5.642 -0.097 2.283 0.0776
H 2.819 1.180 3.670 -0.0797
H 4.217 0.089 3.908 0.5752
H 2.067 -1.094 4.246 0.4241
H 2.975 -1.757 2.873 0.4224
H 0.360 -2.370 2.793 0.2136
H -1.590 -3.152 1.825 0.3664
H -3.734 -2.823 0.650 0.3963
H -4.235 -0.612 -0.373 0.4530
H -2.583 1.224 -0.233 0.5031
C -0.988 0.538 -6.663 -0.9830
C -1.768 0.763 -5.369 -1.0379
N -0.978 0.486 -4.181 0.3427
C -0.338 1.531 -3.560 -0.3509
C 0.416 1.458 -2.444 0.0297
C 0.998 2.835 -1.963 0.0428
O 1.173 3.647 -2.877 -0.8389
O 1.142 2.971 -0.728 -0.7627
C 0.637 0.164 -1.831 1.2369
O 1.304 -0.080 -0.833 -0.7933
C -0.008 -0.964 -2.547 0.7456
C 0.167 -2.244 -2.037 -0.3890
C -0.390 -3.329 -2.656 0.3725
F -0.157 -4.567 -2.144 -0.4045
C -1.167 -3.187 -3.804 -1.6267
C -1.373 -1.908 -4.298 -0.4870
C -0.796 -0.783 -3.696 -0.2659
N -1.793 -4.276 -4.484 0.2834
C -1.502 -4.450 -5.900 -0.6005
C -2.821 -4.867 -6.587 -0.7601
N -3.698 -5.431 -5.515 -0.1231
C -2.926 -6.401 -4.679 -0.6539
C -1.921 -5.575 -3.840 -0.8051
H -1.619 0.764 -7.524 0.3921
H -0.636 -0.492 -6.743 0.2393
H -0.119 1.195 -6.692 0.3390
H -2.675 0.157 -5.352 0.4248
H -2.076 1.805 -5.314 0.4595
H -0.439 2.500 -4.032 0.5504
H 0.770 -2.359 -1.144 0.5234
H -2.001 -1.785 -5.172 0.6135
H -0.732 -5.216 -6.057 0.2905
H -1.129 -3.524 -6.325 0.4457
H -2.668 -5.625 -7.352 0.3661
H -3.336 -4.014 -7.026 0.4221
H -4.555 -5.827 -5.892 0.3121
H -3.908 -4.643 -4.891 0.3764
H -2.428 -7.098 -5.350 0.3277
H -3.608 -6.960 -4.043 0.3623
H -0.977 -6.123 -3.775 0.4667
H -2.297 -5.434 -2.830 0.5205
O 1.374 2.797 2.462 -1.2055
S -0.103 2.917 2.555 0.7866
C -0.324 4.515 3.533 -1.6660
C 0.350 4.528 4.859 0.4647
C -0.386 4.473 6.041 -0.1578
C 0.250 4.410 7.271 -0.7260
C 1.635 4.394 7.340 -0.3873
C 2.379 4.452 6.170 -0.7994
C 1.745 4.528 4.939 -0.0177
C -0.529 1.767 3.919 -1.0823
C -1.965 1.809 4.341 0.3782
C -2.983 1.975 3.404 0.0730
C -4.312 1.978 3.796 -1.0024
C -4.648 1.819 5.132 -0.4531
C -3.642 1.658 6.074 -0.7220
C -2.312 1.656 5.682 -0.2816
H -1.401 4.672 3.607 0.4473
H 0.113 5.239 2.845 0.6867
H -1.469 4.471 5.990 0.4315
H -0.340 4.371 8.179 0.4013
H 2.131 4.345 8.302 0.3921
H 3.461 4.438 6.218 0.4093
H 2.323 4.567 4.026 0.3749
H 0.154 1.986 4.739 0.8506
H -0.266 0.807 3.482 0.1355
H -2.723 2.091 2.360 0.3248
H -5.092 2.104 3.054 0.4099
H -5.686 1.820 5.442 0.3945
H -3.893 1.538 7.121 0.4136
H -1.530 1.533 6.422 0.4522

=====

No. 3
112
Properties=species:S:1:pos:R:3:mulliken_charge:R:1 method="wB97M-V/def2-TZVPD" e_tot_ha=-6780.1567 homo_lumo_gap_ha=0.252 total_charge=-2 relative_energy_kj_mol=203.5
Hf 0.612 0.229 -1.700 0.5213
C 2.573 -3.391 -2.746 -1.0405
N 1.457 -3.265 -3.667 0.6625
C 0.837 -4.401 -4.173 -0.4827
C 0.042 -3.963 -5.133 -0.6413
N 0.274 -2.650 -5.350 -0.3958
B -0.482 -1.830 -6.451 1.0959
N -1.167 -0.641 -5.671 0.1656
C -1.402 0.535 -6.392 -1.1168
C -2.212 1.343 -5.699 -0.1285
N -2.532 0.657 -4.587 0.2875
C -3.423 1.139 -3.566 -1.2207
C -1.810 -0.509 -4.505 -0.2784
S -1.788 -1.409 -3.082 -0.1974
C 1.156 -2.210 -4.436 0.0882
S 1.861 -0.649 -4.206 -0.4484
H 2.304 -4.191 -2.031 0.2790
H 2.712 -2.499 -2.138 -0.2550
H 3.470 -3.661 -3.220 0.5726
H 1.025 -5.354 -3.661 0.3964
H -0.548 -4.427 -5.866 0.5504
H 0.267 -1.362 -7.301 -0.2249
H -1.284 -2.628 -6.913 -0.2581
H -0.864 0.775 -7.301 0.4098
H -2.520 2.377 -5.800 0.4112
H -3.895 2.033 -3.984 0.2086
H -2.859 1.351 -2.651 0.2412
H -4.135 0.419 -3.266 0.4466
O -0.955 3.358 -3.958 -0.7169
C -0.240 2.699 -3.240 0.5348
O -0.456 1.454 -3.034 0.4066
C 1.015 3.163 -2.513 0.0476
O 1.557 4.221 -2.752 -0.7407
O 1.470 2.252 -1.782 -1.1066
S 2.986 0.404 -0.894 -0.4965
C 3.602 -0.995 0.026 0.4750
C 4.493 -1.884 -0.590 -0.4608
C 5.158 -2.882 0.093 -0.7528
C 4.916 -3.150 1.461 -0.7894
C 3.937 -2.395 2.089 -0.1304
C 3.292 -1.311 1.446 -0.2776
As 1.884 -0.088 2.172 1.2599
C 1.592 -1.081 3.887 0.4938
C 1.494 -0.439 5.114 -0.5153
C 1.161 -1.107 6.307 -0.7184
C 1.013 -2.467 6.268 -0.8000
C 1.221 -3.131 5.068 -0.8230
C 1.458 -2.469 3.861 -0.8429
C 2.993 1.408 2.781 0.3479
C 2.822 2.598 2.030 -0.2134
C 3.337 3.824 2.455 -0.7616
C 4.128 3.778 3.566 -0.3773
C 4.459 2.583 4.208 -0.7401
C 3.840 1.407 3.851 -0.1511
H 4.594 -1.761 -1.622 0.7283
H 5.993 -3.361 -0.494 0.2678
H 5.345 -4.011 1.942 0.3811
H 3.714 -2.641 3.175 0.1503
H 1.724 0.634 5.125 0.0780
H 0.982 -0.578 7.274 0.3179
H 0.621 -2.984 7.107 0.3892
H 0.975 -4.194 4.922 0.3237
H 1.457 -2.980 2.915 0.8512
H 2.268 2.508 1.040 -0.0275
H 2.938 4.707 1.935 0.4443
H 4.573 4.743 3.961 0.2329
H 5.279 2.589 4.927 0.3640
H 3.955 0.490 4.381 0.4822
C -3.849 -0.006 2.513 -1.8425
C -2.735 -0.447 1.455 2.2663
C -1.682 -1.433 2.092 -1.3273
C -3.488 -1.224 0.388 -1.1928
Si -1.869 1.132 0.777 -1.3147
O -0.618 0.657 -0.219 2.1123
C -3.096 2.106 -0.204 1.7399
C -2.583 3.201 -0.902 -0.2105
C -3.333 3.983 -1.708 -1.1442
C -4.754 3.747 -1.703 -0.9623
C -5.303 2.711 -0.979 -0.9471
C -4.484 1.893 -0.208 -0.5296
C -1.288 2.256 2.149 0.9193
C -1.292 3.624 1.971 -0.3751
C -0.760 4.575 2.902 -1.4846
C -0.130 4.005 4.006 -0.3674
C -0.023 2.644 4.199 -0.6101
C -0.667 1.803 3.296 -0.0495
H -4.376 -0.777 3.007 0.5163
H -4.592 0.635 2.129 0.4129
H -3.475 0.657 3.287 0.3200
H -2.146 -2.491 2.292 0.3853
H -1.300 -1.081 3.040 0.4002
H -0.884 -1.635 1.376 -0.2780
H -3.773 -2.205 0.802 0.5600
H -2.865 -1.398 -0.497 -0.0955
H -4.366 -0.640 -0.033 0.1338
H -1.468 3.362 -0.793 0.1398
H -2.832 4.758 -2.248 0.4653
H -5.371 4.465 -2.295 0.2787
H -6.362 2.374 -1.145 0.2810
H -4.893 1.034 0.377 0.0411
H -1.695 3.977 1.053 0.5156
H -0.928 5.641 2.799 0.4524
H 0.378 4.638 4.739 0.3048
H 0.587 2.158 4.926 0.3360
H -0.652 0.808 3.548 0.6438
Cl -0.871 -5.360 -0.370 -0.2979
C -0.607 -3.723 -1.090 1.0083
C 0.484 -2.952 -0.351 -0.0878
O 1.060 -3.369 0.616 -0.7675
O 0.686 -1.822 -0.924 1.5353
H -1.607 -3.267 -0.916 -0.3032
H -0.444 -3.740 -2.165 -0.3638

=====

No. 4
105
Properties=species:S:1:pos:R:3:mulliken_charge:R:1 method="wB97M-V/def2-TZVPD" e_tot_ha=-5496.1890 homo_lumo_gap_ha="0.198 / 0.212" total_charge=+2 s2=2.014 relative_energy_kj_mol=173.7 multiplicity=3
W -0.506 0.969 -1.160 0.4047
C -4.333 1.625 1.150 -1.2685
C -3.423 1.183 0.184 -0.3049
N -2.224 1.737 0.018 0.8110
C -1.867 2.761 0.858 -0.4372
C -2.752 3.318 1.789 1.4347
C -4.011 2.700 1.934 -0.7793
C -2.351 4.477 2.501 -1.1342
C -1.132 5.037 2.248 -0.9835
C -0.228 4.450 1.330 -0.6556
C -0.571 3.293 0.684 0.0691
N 0.209 2.549 -0.213 0.7499
C 1.251 3.143 -0.974 -1.1517
C 2.432 3.665 -0.532 -0.2173
C 3.282 4.311 -1.469 -1.0865
C 2.919 4.454 -2.781 -0.9220
C 1.690 3.915 -3.243 0.5642
C 1.154 4.058 -4.547 -0.6414
C -0.072 3.521 -4.852 -0.8968
C -0.747 2.741 -3.897 -0.6245
N -0.262 2.574 -2.676 0.0219
C 0.897 3.216 -2.337 1.7772
H -5.290 1.129 1.230 0.5833
H -3.690 0.399 -0.507 0.2314
H -4.720 3.093 2.652 0.6771
H -3.035 4.926 3.209 0.5430
H -0.837 5.945 2.756 0.4574
H 0.732 4.915 1.155 0.6259
H 2.716 3.607 0.510 0.6196
H 4.222 4.719 -1.124 0.4520
H 3.559 4.981 -3.476 0.4857
H 1.712 4.604 -5.298 0.5153
H -0.513 3.643 -5.830 0.4396
H -1.660 2.214 -4.139 0.6204
C 3.695 -5.550 -4.062 -1.9796
C 3.124 -4.374 -4.852 1.7542
C 4.235 -3.777 -5.728 -1.5847
C 1.986 -4.885 -5.745 -1.6178
C 2.584 -3.280 -3.937 -0.4403
C 2.043 -2.120 -4.476 -0.2210
C 1.539 -1.140 -3.655 0.1369
Br 0.936 0.373 -4.580 -0.0328
C 1.530 -1.247 -2.248 0.7517
O 0.876 -0.193 -1.551 0.3346
C 2.171 -2.358 -1.671 -0.6224
C 2.632 -3.341 -2.564 -0.5445
C 2.546 -2.710 -0.218 2.5355
C 4.077 -2.845 -0.126 -1.6332
C 1.867 -4.028 0.187 -1.8823
C 2.139 -1.667 0.791 -2.4824
H 4.072 -6.301 -4.756 0.4396
H 2.937 -6.031 -3.441 0.3907
H 4.530 -5.250 -3.425 0.3823
H 4.684 -4.559 -6.340 0.4495
H 5.023 -3.330 -5.119 0.3630
H 3.851 -3.011 -6.403 0.3499
H 2.370 -5.627 -6.445 0.4512
H 1.534 -4.082 -6.329 0.3318
H 1.201 -5.356 -5.151 0.3742
H 2.011 -1.965 -5.545 0.5348
H 3.077 -4.214 -2.119 0.2285
H 4.487 -3.606 -0.785 0.2965
H 4.349 -3.116 0.895 0.4710
H 4.564 -1.898 -0.367 0.4009
H 2.251 -4.886 -0.362 0.4200
H 0.789 -3.979 0.022 0.3301
H 2.042 -4.216 1.248 0.4558
H 2.496 -0.672 0.517 0.4119
H 2.561 -1.920 1.765 0.6603
H 1.062 -1.662 0.890 0.2422
I -3.959 3.850 -2.351 0.1403
C -5.156 2.421 -3.153 -0.8208
I -2.198 -0.623 -2.510 -0.3130
H -5.207 2.360 -4.227 0.3840
H -5.899 1.972 -2.517 0.3838
C -2.711 3.057 6.893 -1.5084
C -2.708 1.627 6.434 0.4622
C -3.416 1.220 5.311 -0.4240
C -3.426 -0.101 4.882 -0.1896
C -2.693 -1.049 5.580 -0.3091
N -2.636 -2.415 5.203 -0.0097
C -2.765 -3.008 3.977 0.1886
O -3.069 -4.168 3.842 -0.6186
N -2.552 -2.207 2.828 -0.0765
C -1.511 -1.337 2.561 0.0386
C -0.560 -0.906 3.494 -0.3654
C 0.393 0.010 3.101 -1.6638
C 0.425 0.471 1.799 -0.3449
N -0.441 0.017 0.886 1.4179
C -1.386 -0.861 1.259 -0.6486
C -1.988 -0.664 6.719 -0.1489
C -2.002 0.652 7.139 -0.6671
H -3.343 3.675 6.255 0.3029
H -1.704 3.477 6.882 0.3430
H -3.085 3.143 7.913 0.4016
H -4.004 1.954 4.773 0.3725
H -4.022 -0.395 4.028 0.5264
H -2.670 -3.095 5.948 0.2810
H -2.953 -2.667 2.024 0.2589
H -0.553 -1.295 4.498 0.8679
H 1.132 0.366 3.805 0.6037
H 1.166 1.180 1.467 0.4800
H -2.035 -1.231 0.476 0.3283
H -1.430 -1.406 7.279 0.4543
H -1.457 0.927 8.033 0.4360